Version i
Computed, not measured: one molecule with the formula C4H3NO, with wB97M-V/def2-TZVPD.

The geometry in XYZ format:
```
9
Properties=species:S:1:pos:R:3:nbo_charge:R:1
O 0.23476 -1.53432 0.10869 -0.681
C -0.28311 -0.51404 0.92512 -0.068
C -0.02606 0.88385 0.37493 -0.372
C 0.49923 2.08027 0.43771 0.251
C -0.50390 1.34359 -0.93735 0.198
N -0.95947 1.49606 -1.99984 -0.222
H -0.27982 -1.55792 -0.71663 0.478
H 0.23927 -0.57589 1.88575 0.219
H -1.36658 -0.61088 1.10429 0.197
```

Results
Total charge: 0
HOMO level (eV): -10.945

---

Version ii
Computed, not measured: one molecule with the formula C4H3NO, with wB97M-V/def2-TZVPD.

The geometry in XYZ format:
```
9
Properties=species:S:1:pos:R:3:nbo_charge:R:1
C 2.28445 0.32042 -0.18908 -0.195
C 1.08024 0.30336 -0.13809 -0.070
C -0.34369 0.29992 -0.05451 0.010
O -1.09661 1.32809 -0.58828 -0.661
C -0.97993 -0.73079 0.46845 0.403
N -1.59821 -1.73430 0.80739 -0.578
H 3.35015 0.36015 -0.19851 0.237
H -0.93821 2.11595 -0.05354 0.480
H -1.75820 -2.26279 -0.05383 0.374
```

Results
Total charge: 0
HOMO level (eV): -8.697

---

Energies in eV, measured from the most stable structure: version i 1.096; version ii 0.000.

---

Version i
Computed, not measured: a 2-piece molecular cluster, C5H8O2 overall, with wB97M-V/def2-TZVPD.

The geometry in XYZ format:
```
15
Properties=species:S:1:pos:R:3:nbo_charge:R:1
C 0.76888 1.22485 2.05316 -0.623
C 0.45227 0.55267 0.74892 -0.029
O 1.40035 -0.27808 0.18062 -0.679
C -0.75957 0.75818 0.25737 0.662
O -1.87387 1.04372 0.02180 -0.473
H 1.07011 0.47828 2.79602 0.219
H 1.58384 1.95183 1.93811 0.204
H -0.10511 1.76183 2.43403 0.228
H 2.18213 0.25892 -0.00875 0.474
C -0.59629 -1.81221 -1.35611 -0.377
C -0.94407 -0.78878 -2.12933 -0.405
H 0.44027 -2.11137 -1.24132 0.207
H -1.33200 -2.35927 -0.77106 0.195
H -0.20643 -0.21907 -2.69072 0.195
H -1.97512 -0.45340 -2.20351 0.201
```

Results
Total charge: 0
HOMO level (eV): -8.313

---

Version ii
Computed, not measured: one molecule with the formula C5H8O2, with wB97M-V/def2-TZVPD.

The geometry in XYZ format:
```
15
Properties=species:S:1:pos:R:3:nbo_charge:R:1
C -1.08792 0.49275 0.84710 -0.431
C -0.14553 0.57586 -0.09057 0.053
C -0.25064 1.47249 -1.27559 -0.650
C 0.98535 -0.44599 0.13523 -0.040
O 1.18416 -1.16543 -1.05125 -0.706
C 0.31206 -1.45695 1.10230 0.427
O -0.28347 -2.40150 0.62959 -0.552
H -0.65996 0.34536 1.80885 0.191
H -2.14724 0.68985 0.79660 0.212
H -1.22291 1.97765 -1.24908 0.221
H -0.09723 0.96311 -2.22312 0.234
H 0.51146 2.26086 -1.17655 0.227
H 1.94947 -0.06135 0.49747 0.187
H 0.56912 -1.92195 -0.94415 0.488
H 0.38328 -1.32476 2.19315 0.139
```

Results
Total charge: 0
HOMO level (eV): -9.310

---

Version iii
Computed, not measured: one molecule with the formula C5H8O2, with wB97M-V/def2-TZVPD.

The geometry in XYZ format:
```
15
Properties=species:S:1:pos:R:3:nbo_charge:R:1
C -1.21342 0.49971 -0.00500 -0.277
C 0.03991 0.73013 -0.00982 -0.089
C 1.01933 -0.44375 0.31698 -0.096
C -0.96409 -1.57739 0.48093 0.438
C 0.85935 1.95979 -0.32242 -0.644
O 0.38841 -1.70316 0.25647 -0.530
O -1.76271 -2.29329 -0.35712 -0.690
H -2.20958 0.85568 -0.16613 0.223
H 1.94168 -0.64329 -0.41489 0.205
H 1.33040 -0.12482 1.36205 0.179
H -1.39699 -1.72417 1.40958 0.151
H 0.99515 2.02073 -1.44112 0.225
H 1.79810 1.75880 0.24840 0.207
H 0.46442 2.90694 -0.09618 0.222
H -1.28996 -2.22192 -1.26173 0.476
```

Results
Total charge: 0
HOMO level (eV): -8.300

---

Energies in eV, measured from the most stable structure: version i 0.350; version ii 0.000; version iii 1.577.

---

Version i
Computed, not measured: C5H5NO2 as an isolated structure, with wB97M-V/def2-TZVPD.

The geometry in XYZ format:
```
13
Properties=species:S:1:pos:R:3:nbo_charge:R:1
C 0.69933 1.88356 0.15833 -0.360
C -0.32285 0.91334 0.29768 -0.071
C -1.57727 0.64461 -0.34421 -0.031
C 0.14980 -0.43757 0.75478 -0.085
C 1.23823 -0.67442 -0.39280 0.397
H 0.18998 2.76757 -0.24912 0.220
H 1.63994 1.70006 0.59873 0.236
H -1.79861 1.48558 -1.19846 0.214
H 0.25718 -0.48918 1.80550 0.248
H 0.82030 -0.88510 -1.70374 0.174
N -1.93024 -0.50396 -0.40068 -0.040
O -1.11731 -1.26047 0.35904 -0.352
O 2.52724 -0.61806 -0.27040 -0.550
```

Results
Total charge: 0
HOMO level (eV): -9.373

---

Version ii
Computed, not measured: one molecule with the formula C5H5NO2, with wB97M-V/def2-TZVPD.

The geometry in XYZ format:
```
13
Properties=species:S:1:pos:R:3:nbo_charge:R:1
C 3.83308 0.15547 -0.41699 -0.357
C 2.62016 -0.28186 -0.10966 -0.094
C 1.62239 -0.99493 0.26112 0.253
N 0.72629 -1.75201 0.61607 -0.131
O -0.59156 -1.66719 0.24490 -0.367
C -1.10857 -0.32808 0.02596 0.772
C -2.53863 -0.52480 -0.34987 -0.754
O -0.45232 0.67320 -0.00560 -0.523
H 4.59254 -0.41829 0.07806 0.209
H 4.18528 0.96014 -1.07611 0.223
H -2.54854 -1.12808 -1.30695 0.258
H -3.35271 -0.95407 0.42206 0.266
H -3.05046 0.50923 -0.65425 0.244
```

Results
Total charge: 0
HOMO level (eV): -8.920

---

Version iii
Computed, not measured: one molecule with the formula C5H5NO2, with wB97M-V/def2-TZVPD.

The geometry in XYZ format:
```
13
Properties=species:S:1:pos:R:3:nbo_charge:R:1
O -0.12391 -0.29176 -3.27110 -0.438
C 0.66929 -0.25672 -2.40612 0.702
C 1.32549 -0.35548 -1.28004 -0.370
N 0.39107 -0.06688 -0.18400 -0.437
C -0.54606 0.95258 0.28456 -0.206
C -0.95840 0.05723 1.36342 -0.495
C 0.28422 -0.82264 0.99774 0.704
O 0.95100 -1.71143 1.43613 -0.567
H 2.33691 -0.60968 -0.95254 0.273
H -1.34922 1.16996 -0.36787 0.195
H -0.18358 1.81321 0.82847 0.190
H -1.86553 -0.52367 1.26908 0.233
H -0.93128 0.64529 2.28227 0.217
```

Results
Total charge: 0
HOMO level (eV): -8.869

---

Version iv
Computed, not measured: one molecule with the formula C5H5NO2, with wB97M-V/def2-TZVPD.

The geometry in XYZ format:
```
13
Properties=species:S:1:pos:R:3:nbo_charge:R:1
C -1.06433 -1.30607 -1.23288 -0.369
C -0.68458 -0.05974 -0.76450 0.248
C 0.35734 0.11774 0.22426 0.157
C -0.77134 -2.46345 -0.49700 0.263
C 1.18098 1.13391 0.91891 -0.314
N 1.04710 -0.34936 1.22019 -0.299
O -1.36954 1.03749 -1.18985 -0.628
O 0.51683 -2.65967 -0.24745 -0.642
H -1.80236 -1.50193 -2.01177 0.247
H 2.02863 1.44858 0.46427 0.173
H 0.82308 1.86355 1.65559 0.181
H -0.83996 1.73400 -0.94044 0.477
H 0.64477 -3.09221 0.57315 0.505
```

Results
Total charge: 0
HOMO level (spin up / spin down) (eV): -7.974 / -7.972

---

Energies in eV, measured from the most stable structure: version i 3.723; version ii 2.397; version iii 0.000; version iv 3.401.

---

Version i
Computed, not measured: one molecule with the formula C5H5NO2, with wB97M-V/def2-TZVPD.

The geometry in XYZ format:
```
13
Properties=species:S:1:pos:R:3:nbo_charge:R:1
C 0.21628 -2.24582 1.14441 -0.426
C -0.20206 -1.10238 0.40621 0.177
O 0.40973 0.05690 0.88412 -0.497
C 0.21974 1.10878 -0.03522 0.546
N 0.98486 2.29072 0.03045 -0.792
C -0.56519 0.61903 -1.13958 -0.488
C -0.87387 -0.81951 -0.97190 0.475
O -1.41008 -1.68240 -1.66497 -0.548
H 0.97618 -2.23481 2.07811 0.263
H -0.49509 -3.01449 0.63551 0.250
H 0.72325 2.62010 1.18479 0.401
H 0.98684 2.93058 -0.65937 0.400
H -0.97059 1.47329 -1.89255 0.239
```

Results
Total charge: 0
HOMO level (eV): -8.922

---

Version ii
Computed, not measured: one molecule with the formula C5H5NO2, with wB97M-V/def2-TZVPD.

The geometry in XYZ format:
```
13
Properties=species:S:1:pos:R:3:nbo_charge:R:1
O 2.08085 1.03512 0.85435 -0.510
C 1.02967 0.45787 0.68923 0.585
C 0.57331 -0.90887 0.22614 -0.218
N -0.69115 -0.59748 1.05019 -0.564
C -0.44684 0.85285 0.63240 -0.200
C -0.64328 0.70256 -0.93397 0.024
O -1.34652 -0.55369 -1.30620 -0.443
C 0.04148 -0.61050 -1.15307 0.043
H 1.01672 -1.90882 0.34766 0.234
H -0.59343 -0.78620 2.11437 0.383
H -0.90778 1.62492 1.21451 0.231
H -0.71827 1.52846 -1.64922 0.225
H 0.60526 -0.83621 -2.08639 0.209
```

Results
Total charge: 0
HOMO level (eV): -9.742

---

Energies in eV, measured from the most stable structure: version i 0.123; version ii 0.000.